Entry 1:
Below is 2 unconnected molecules or ions with the total composition CH4ClP, with properties calculated with ωB97M-V with the def2-TZVPD basis set.

Each line ends with the natural charge from an NBO analysis.
Positions of all 7 atoms, in Å:
C  -1.858  0.064  -0.109  -0.8406
P  -0.542  -0.640  0.626  0.4509
H  -2.668  -0.572  -0.608  0.2215
H  -1.693  1.056  -0.602  0.2195
H  0.140  0.614  0.879  -0.0558
Cl  3.037  -0.496  0.452  -0.2719
H  3.585  -0.025  -0.638  0.2764

Computed properties:
orbital gap	9.7670	eV
structure (SMILES)	C=P.Cl
LUMO	0.19	eV
multiplicity	1

=====

Entry 2:
Below is 2 unconnected molecules or ions with the total composition CH4ClPS2, with properties calculated with ωB97M-V with the def2-TZVPD basis set.

Each line ends with the natural charge from an NBO analysis.
Positions of all 9 atoms, in Å:
C  -0.831  -0.153  -1.579  -0.3754
P  0.132  -0.369  1.331  0.3161
S  0.369  1.721  1.363  -0.3359
S  2.138  -0.991  0.955  -0.2790
Cl  -2.478  0.367  -1.625  0.0043
H  -0.269  0.611  -1.316  0.1559
H  -0.435  -1.079  -2.144  0.2111
H  -0.174  1.903  2.662  0.1694
H  1.549  -2.008  0.354  0.1333

Computed properties:
orbital gap (spin up / spin down)	7.7083 / 7.4355	eV
LUMO (spin up / spin down)	-0.14 / -1.01	eV
multiplicity	1

=====

Entry 3:
Below is a molecular structure, CH4CsO, with properties calculated with ωB97M-V with the def2-TZVPD basis set.

Each line ends with the natural charge from an NBO analysis.
Positions of all 7 atoms, in Å:
Cs  0.791  -2.755  -0.634  0.9959
C  -0.393  0.469  -0.153  -0.2697
O  0.663  -0.113  0.589  -0.7897
H  -0.519  0.078  -1.168  0.1671
H  -1.333  0.312  0.389  0.1856
H  -0.222  1.540  -0.289  0.2057
H  1.012  0.469  1.266  0.5051

Computed properties:
orbital gap	11.1574	eV
LUMO	-3.70	eV
total charge	+1
multiplicity	1

=====

Entry 4:
Below is a molecular structure, CH4F2InNO5S2, with properties calculated with ωB97M-V with the def2-TZVPD basis set.

Each line ends with the natural charge from an NBO analysis.
Positions of all 16 atoms, in Å:
In  -21.079  0.344  -1.479  1.0031
N  -21.350  -2.690  -5.791  -0.4990
S  -21.971  -4.055  -5.771  2.3370
O  -22.560  -4.500  -4.520  -0.5054
O  -21.224  -4.993  -6.537  -0.4137
F  -23.290  -3.794  -6.703  -0.3792
S  -20.402  -2.941  -4.364  2.3272
O  -19.960  -4.249  -3.997  -0.6668
O  -20.647  -1.989  -3.298  -0.8003
F  -19.083  -2.418  -5.033  -0.3970
C  -23.768  1.760  0.796  -0.2975
O  -22.761  2.315  -0.060  -0.2046
H  -24.045  0.830  0.302  0.2700
H  -23.301  1.555  1.760  0.3693
H  -24.522  2.542  0.890  0.3101
H  -22.834  3.246  0.165  0.5468

Computed properties:
orbital gap (spin up / spin down)	5.1249 / 5.0831	eV
LUMO (spin up / spin down)	-17.98 / -18.00	eV
total charge	+3
multiplicity	2

=====

Number 1: F_max 2.4 eV/Å. Number 2: F_max 4.9 eV/Å. Number 3: F_max 1.4 eV/Å. Number 4: F_max 12.2 eV/Å.